(1)
155
Properties=species:S:1:pos:R:3:forces:R:3 method="wB97M-V/def2-TZVPD" charge=+1 homo_lumo_gap_ev=4.309 total_energy_ev=-198550.1386 homo_energy_ha=-0.3358
C -4.06286 1.25451 4.84884 4.36 -6.18 -6.65
C -3.31047 0.50226 3.89661 -6.22 4.53 5.92
C -2.85640 -0.53932 2.66921 1.43 1.58 2.86
N -4.01039 -1.51077 2.48938 -0.66 3.50 -4.93
C -4.66040 -1.11552 1.32662 0.26 -2.54 2.59
C -4.04251 0.17322 0.46044 0.82 -1.49 3.15
C -5.01155 1.39146 0.98704 0.06 0.67 0.97
C -4.19835 2.83720 1.18275 0.10 0.19 0.90
N -5.19535 3.98693 1.12668 0.88 -0.92 -0.62
N -3.91536 -0.11359 -1.01876 -2.61 -0.62 -1.17
C -4.46246 0.99642 -1.88747 2.79 5.88 -5.02
O -3.69273 1.91516 -2.52879 -5.88 -7.25 5.40
F -5.94210 1.13067 -2.15527 4.50 -1.06 1.38
C -4.43686 -1.47987 -1.40439 -5.79 -3.24 -1.74
O -5.71198 -1.80623 -1.63879 9.26 2.43 1.69
F -3.43491 -2.60391 -1.51393 -2.95 4.33 0.68
C -2.53325 0.15285 1.18116 0.89 -0.89 0.85
C -1.40532 -0.88842 0.59692 0.21 -0.19 -0.97
C -0.68809 -0.42025 -0.80081 1.84 0.52 -4.04
C -0.75060 1.06830 -1.48535 1.83 -3.56 -1.24
C 0.00259 1.33576 -2.93531 0.05 -3.56 1.00
C 0.80589 0.14885 -3.74554 -1.97 -0.99 4.07
C 0.90719 -1.34299 -3.07301 -2.28 3.23 2.54
C 0.15844 -1.59304 -1.63251 -0.07 2.29 -1.13
C 0.24941 -3.10419 -0.98696 0.43 0.34 -0.02
H -4.83923 1.61872 5.67953 2.48 -0.79 -2.20
H -1.91999 -1.09513 3.13729 -1.79 1.27 -1.23
H -4.23776 -2.30597 3.13832 0.01 1.23 -0.99
H -5.59841 -1.78202 1.11394 1.67 1.62 -0.07
H -5.35308 1.08444 2.08789 0.70 0.62 -2.32
H -5.99964 1.53714 0.37654 2.06 -0.45 0.84
H -3.29691 2.94310 0.44317 -1.70 -0.35 1.12
H -3.76001 2.84823 2.29284 -0.86 -0.18 -2.53
H -5.51592 4.17673 0.14511 0.69 -0.06 1.43
H -4.83552 4.84651 1.59629 -0.33 -1.14 -0.85
H -1.95193 1.17673 1.21830 -1.75 -1.89 0.35
H -0.56548 -1.02943 1.42812 -1.86 0.55 -1.65
H -1.91450 -1.94256 0.43681 1.05 1.99 0.19
H -1.35229 1.90223 -0.89968 1.51 -1.68 -1.65
H -0.07039 2.40046 -3.41952 0.11 -2.31 1.23
H 1.31345 0.34446 -4.79357 -1.20 -0.33 2.51
H 1.46141 -2.25717 -3.58541 -1.37 2.47 1.29
H 0.26713 -3.09872 0.20078 -0.15 0.16 -2.53
H 1.28005 -3.61191 -1.30445 -2.40 1.10 0.48
H -0.66709 -3.77138 -1.34404 1.95 1.37 0.76
C -0.79331 6.23661 -1.56552 -0.05 -0.08 0.14
S -0.24927 5.70348 -3.20620 0.27 0.40 0.13
O 0.15403 4.26198 -3.10113 -0.09 0.50 0.12
C 1.26657 6.69088 -3.23362 -0.04 0.04 0.05
H -1.71860 5.70990 -1.31897 0.09 -0.03 -0.14
H -0.03107 5.99541 -0.82126 0.04 -0.04 -0.15
H -0.98276 7.31201 -1.57456 0.08 -0.02 -0.17
H 1.90384 6.42204 -2.38855 -0.07 -0.14 -0.17
H 1.01216 7.75206 -3.19005 -0.23 -0.08 -0.02
H 1.79704 6.48541 -4.16626 -0.11 -0.11 0.17
C -2.82393 8.81415 -4.59466 0.01 -0.12 0.02
S -1.72920 10.09485 -3.93633 0.07 -0.14 0.22
O -0.85219 9.45083 -2.90303 -0.48 0.09 -0.30
C -3.01768 11.01325 -3.05893 0.00 0.01 0.12
H -2.21998 8.09667 -5.15575 0.01 0.16 0.11
H -3.33095 8.29775 -3.77652 0.08 0.08 0.01
H -3.55729 9.26858 -5.26409 0.09 0.04 0.05
H -3.51268 10.36371 -2.33394 0.09 -0.03 -0.07
H -3.74502 11.39837 -3.77684 0.10 -0.04 -0.01
H -2.55064 11.85026 -2.53479 0.04 -0.15 -0.13
C 2.25983 1.16434 4.79948 -0.01 -0.12 -0.16
S 0.50780 0.71480 4.81704 0.28 0.42 0.31
O 0.26706 -0.20644 3.65731 -0.27 0.00 -0.24
C -0.11215 2.34916 4.35011 -0.05 0.00 -0.21
H 2.84876 0.27306 5.03000 -0.17 0.12 0.08
H 2.54101 1.53770 3.81224 -0.15 -0.04 0.02
H 2.44934 1.92699 5.55771 -0.05 -0.11 0.04
H 0.31258 2.65050 3.39024 0.07 -0.07 0.05
H 0.15218 3.07454 5.12256 0.02 -0.13 -0.01
H -1.19980 2.29531 4.26328 0.12 -0.10 0.09
C 0.09925 -4.88563 -6.97938 0.14 -0.04 -0.05
S -0.19837 -3.82396 -5.54540 0.24 0.04 0.09
O 1.13342 -3.31625 -5.07615 -0.46 -0.86 -0.69
C -0.69796 -5.15390 -4.42507 0.06 -0.06 0.08
H 0.46135 -4.26380 -7.80193 -0.08 0.01 0.20
H 0.85207 -5.63930 -6.73782 -0.04 0.10 0.07
H -0.83392 -5.36843 -7.27696 0.02 0.08 0.07
H 0.10309 -5.89101 -4.33825 0.01 0.10 -0.06
H -1.60608 -5.62831 -4.80322 0.05 0.09 -0.03
H -0.89959 -4.72158 -3.44228 0.06 0.07 -0.19
C -9.36991 -6.02080 -1.87693 -0.10 -0.04 0.00
S -8.17286 -5.39122 -0.67580 -0.32 -0.11 0.38
O -8.71925 -5.66974 0.69369 0.24 0.26 -0.67
C -8.45519 -3.63897 -1.02709 -0.13 0.05 -0.01
H -9.39114 -7.11118 -1.80634 0.10 0.18 0.08
H -10.36417 -5.62521 -1.65771 0.11 0.01 0.07
H -9.06395 -5.73124 -2.88441 0.05 0.00 0.09
H -9.50462 -3.38783 -0.85923 0.05 -0.11 0.03
H -8.17806 -3.42448 -2.06146 0.04 -0.04 0.09
H -7.82965 -3.04592 -0.35596 -0.04 -0.17 -0.08
C 2.64084 -2.95614 5.91886 0.16 0.00 -0.04
S 1.90435 -1.78340 7.08260 0.15 -0.22 0.37
O 3.01480 -0.93886 7.63510 -0.24 -0.27 -0.25
C 1.47629 -3.00954 8.34229 0.30 -0.10 -0.01
H 3.01716 -2.39935 5.05705 -0.10 0.00 0.14
H 3.46810 -3.48714 6.39508 -0.07 0.09 0.05
H 1.88118 -3.66598 5.58495 -0.02 0.10 0.06
H 2.37398 -3.53702 8.67163 0.12 0.19 -0.09
H 0.75329 -3.71778 7.93194 0.21 0.29 0.08
H 1.02926 -2.49044 9.19325 0.01 0.00 -0.23
C 3.05229 2.85693 -3.68188 0.04 0.04 0.01
S 4.44929 3.83384 -3.07684 -0.30 0.08 -0.06
O 3.94086 5.21518 -2.78531 0.22 -0.45 -0.26
C 5.33117 3.90163 -4.65518 0.06 0.13 -0.07
H 2.34314 2.72101 -2.86151 0.20 0.10 -0.11
H 2.55785 3.37929 -4.50393 0.04 0.11 0.11
H 3.40695 1.87990 -4.01665 0.10 -0.02 0.16
H 4.69878 4.36073 -5.41797 -0.04 -0.01 0.10
H 5.61400 2.89156 -4.95932 -0.05 0.03 0.11
H 6.23290 4.50391 -4.52262 -0.14 -0.07 0.08
C 4.98415 1.11070 9.45181 0.12 -0.07 -0.13
S 3.99491 2.58340 9.09889 0.29 -0.02 -0.26
O 4.52798 3.19245 7.83536 -0.18 -0.23 0.54
C 4.62010 3.56792 10.48212 0.08 0.12 0.00
H 4.78141 0.36378 8.68021 -0.16 0.18 0.08
H 6.04711 1.36186 9.44098 -0.09 0.14 0.00
H 4.70338 0.70650 10.42662 -0.06 0.07 -0.06
H 5.70485 3.67025 10.40871 -0.07 -0.05 -0.08
H 4.35081 3.08620 11.42455 -0.03 -0.02 -0.10
H 4.15980 4.55771 10.43884 0.01 -0.16 -0.08
C 5.06888 -0.84625 -6.08752 0.09 0.14 0.00
S 4.17323 -1.71252 -4.77625 0.13 0.03 0.35
O 4.03763 -0.76480 -3.62081 0.22 -0.15 -0.50
C 5.50168 -2.87300 -4.37374 -0.16 0.18 -0.05
H 4.43516 -0.04046 -6.46628 0.00 -0.14 0.10
H 5.99456 -0.42224 -5.69203 -0.06 -0.06 0.06
H 5.29090 -1.54156 -6.89974 -0.06 0.00 0.07
H 6.40083 -2.32622 -4.08203 -0.11 -0.02 -0.05
H 5.71010 -3.50447 -5.24008 -0.04 0.10 0.15
H 5.17369 -3.49988 -3.54135 -0.05 0.13 -0.14
C 8.72920 -5.96199 -6.95666 -0.10 -0.07 -0.02
S 9.04802 -4.65102 -5.75178 -0.30 -0.01 0.17
O 7.82888 -4.52853 -4.88558 0.55 -0.12 -0.58
C 9.00900 -3.28739 -6.94026 -0.08 0.07 -0.02
H 8.67317 -6.91524 -6.42511 0.04 0.21 0.03
H 7.78223 -5.77788 -7.46895 0.05 0.06 0.09
H 9.54645 -6.00067 -7.67989 -0.01 0.05 0.09
H 8.04521 -3.26534 -7.45327 0.03 -0.08 0.06
H 9.81749 -3.41041 -7.66410 -0.03 -0.03 0.09
H 9.15102 -2.35026 -6.39710 0.01 -0.19 0.03
C -2.25546 -5.18624 6.01473 0.10 -0.04 -0.05
S -2.55308 -4.12458 7.44871 0.22 -0.03 0.19
O -1.22130 -3.61686 7.91796 -0.94 -0.41 -0.33
C -3.05268 -5.45451 8.56904 0.04 -0.02 0.07
H -1.89336 -4.56442 5.19218 -0.02 0.01 0.18
H -1.50264 -5.93991 6.25629 -0.05 0.08 0.04
H -3.18863 -5.66904 5.71715 0.02 0.04 0.08
H -2.25163 -6.19162 8.65586 0.01 0.11 -0.07
H -3.96080 -5.92892 8.19089 0.05 0.09 -0.02
H -3.25431 -5.02219 9.55183 0.05 0.05 -0.19

(2)
11
Properties=species:S:1:pos:R:3:forces:R:3 method="wB97M-V/def2-TZVPD" spin_multiplicity=2 charge=+1 homo_lumo_gap_ev="6.937 / 9.021" total_energy_ev=-6848.3695 homo_energy_ha="-0.4314 / -0.5189"
O -1.67501 -0.88869 1.44340 -0.83 -0.59 0.64
C -0.99460 -0.46431 0.37730 -0.05 1.15 -4.35
C -0.05401 0.46742 0.22314 -1.71 0.86 -0.26
Li -3.48454 -1.08348 1.23389 -0.16 -0.05 -0.02
Be -0.87109 -1.00207 2.63035 0.90 -0.41 1.62
H -0.03198 0.74291 -0.86300 1.13 -0.06 1.35
H -1.25228 -0.89863 -0.62912 -0.47 -0.08 1.36
H 0.39278 0.99521 1.06963 0.01 0.24 -0.61
H 0.79690 -1.02043 0.53088 0.94 -0.42 -0.33
O 1.46030 -1.67410 0.78977 0.11 -0.58 0.54
H 2.31390 -1.23939 0.70553 0.13 -0.07 0.05

(3)
29
Properties=species:S:1:pos:R:3:forces:R:3 method="wB97M-V/def2-TZVPD" spin_multiplicity=8 charge=-2 homo_lumo_gap_ev="4.474 / 4.718" total_energy_ev=-73616.3252 homo_energy_ha="0.0024 / -0.0066"
C -2.84146 -1.29372 -0.75758 0.21 0.50 -0.34
C -1.88115 -1.47455 -1.80638 -0.62 0.64 0.18
C -1.41156 -0.18827 -2.18892 -0.64 -0.07 0.31
H -1.58835 -2.42593 -2.25098 -0.03 0.30 0.19
C -2.04277 0.79095 -1.36707 -0.24 -0.75 -0.05
C -2.92240 0.10755 -0.47271 0.00 -0.37 -0.51
H -3.54891 0.57049 0.29090 0.16 -0.14 -0.21
H -3.42819 -2.08308 -0.28549 0.27 0.22 -0.01
H -0.72698 0.01938 -3.00340 0.01 -0.07 0.37
H -1.92908 1.87089 -1.45900 0.11 -0.30 0.14
Eu -0.43900 -0.73735 0.57609 0.65 0.49 -2.52
Cl 0.44012 -3.11815 0.88167 0.28 -1.63 0.49
C 2.73515 -0.08612 -0.29802 -0.33 -0.10 -0.63
C 2.32775 1.14652 -0.88864 0.03 -0.68 -0.59
C 1.81491 0.86162 -2.19232 0.40 -0.53 0.53
H 2.41825 2.13267 -0.43927 -0.06 -0.16 -0.03
C 1.87900 -0.55021 -2.39261 0.45 0.35 0.59
C 2.44656 -1.14007 -1.22122 -0.11 0.83 -0.20
H 2.60882 -2.20424 -1.05019 -0.08 0.33 -0.03
H 3.20488 -0.20695 0.67796 -0.24 0.03 -0.19
H 1.43083 1.59349 -2.90255 -0.01 -0.14 0.17
H 1.54892 -1.09416 -3.27927 0.01 0.15 0.24
Cl 0.11350 0.03157 5.41124 0.14 0.16 0.16
C -0.01999 1.36348 4.24431 -0.38 -0.01 -0.90
Cl 1.27970 2.53793 4.34925 0.23 0.15 0.33
C -0.11240 0.75939 2.82343 -0.02 -1.39 -1.76
O -1.21206 0.13190 2.60997 0.66 1.37 1.59
O 0.82405 0.81518 1.97174 -1.05 0.88 2.45
H -0.96811 1.86979 4.41906 0.19 -0.06 0.21

(4)
44
Properties=species:S:1:pos:R:3:forces:R:3 method="wB97M-V/def2-TZVPD" charge=0 homo_lumo_gap_ev=7.500 smiles="NO[P@](=O)(OCCCF)OCCC(F)=C(F)F.CCOS(C)(=O)=O" total_energy_ev=-57506.9440 homo_energy_ha=-0.3092
N 1.35386 3.35826 1.90279 -0.11 -0.29 0.50
O 0.76152 4.42001 1.11778 0.86 -0.75 -0.46
P 0.21563 4.03119 -0.34076 -2.47 1.55 -0.76
O -0.72324 5.05750 -0.76726 0.05 0.21 0.03
O -0.55083 2.63778 -0.25356 1.78 -0.16 -0.25
C 0.25402 1.43385 -0.21955 -0.77 -0.71 0.62
C -0.56603 0.31373 -0.82820 -0.27 -0.02 0.18
C -0.03702 -1.07636 -0.46672 -0.29 -0.42 -0.19
F 1.10814 -1.02809 0.32807 0.17 0.17 -0.04
O 1.41581 3.93750 -1.40295 0.41 -0.77 1.46
C 2.76064 3.83201 -0.91134 0.80 0.01 -1.51
C 3.68292 4.43147 -1.99898 -0.87 1.48 1.42
C 5.01283 4.78470 -1.41995 0.09 -0.84 1.22
F 5.54192 6.01466 -1.64112 0.71 -0.67 -1.77
C 5.73207 3.87114 -0.66585 -0.30 0.87 -0.74
F 6.76122 3.14502 -1.06620 0.95 1.11 0.90
F 5.37784 3.57218 0.58119 -0.65 -1.58 -0.63
H 1.94583 2.77188 1.31761 0.02 0.20 -0.22
H 2.00218 3.85169 2.50738 -0.08 0.19 0.04
H 1.23098 1.53979 -0.68667 -0.06 0.21 -0.22
H 0.39203 1.17358 0.82664 0.22 0.13 0.08
H -0.71293 0.43808 -1.89828 0.25 0.01 -0.12
H -1.55819 0.39416 -0.38669 -0.09 0.17 -0.01
H 0.19668 -1.68081 -1.34045 0.18 0.10 -0.13
H -0.78350 -1.63280 0.09478 -0.02 -0.02 0.12
H 2.94241 4.39797 -0.00513 -0.39 -0.02 0.20
H 3.04397 2.78263 -0.80261 -0.21 -0.08 0.39
H 3.20163 5.36257 -2.30360 -0.07 -0.01 -0.13
H 3.76100 3.77866 -2.86574 0.13 -0.12 0.01
O -1.62081 -5.64710 1.31731 0.10 0.26 0.12
S -2.59973 -5.27694 0.34353 -0.34 -0.40 -0.27
O -2.60833 -3.96404 -0.22723 0.23 0.13 0.13
O -4.04647 -5.60918 0.91134 0.00 -0.04 -0.09
C -4.42585 -5.03602 2.18114 -0.13 0.34 0.53
C -4.72382 -3.55257 2.08934 0.16 0.09 -0.21
C -2.59965 -6.45506 -0.96279 -0.05 -0.08 -0.06
H -3.65199 -5.24028 2.92285 0.11 -0.05 -0.13
H -5.32029 -5.57294 2.48978 0.03 -0.17 -0.21
H -3.83122 -2.98325 1.83541 0.01 -0.01 0.03
H -5.09851 -3.18418 3.04432 -0.05 -0.09 0.02
H -5.46535 -3.35768 1.31475 -0.06 -0.02 0.05
H -2.62413 -7.45484 -0.53906 -0.01 0.01 0.03
H -1.68331 -6.30425 -1.52890 0.03 0.04 0.05
H -3.46392 -6.27561 -1.59644 -0.01 0.02 0.01